(1)
The following is a quantum chemistry calculation of an isolated molecule of C3H10N2S, from OMol25.

CARTESIAN COORDINATES (ANGSTROEM)
N 1.515 -1.802 0.369
C 0.824 -0.609 0.813
C -0.322 -0.135 -0.107
N -0.181 -0.454 -1.516
C -0.529 1.353 0.160
S -2.100 1.969 -0.355
H 1.382 -2.574 1.002
H 1.368 -2.220 -0.521
H 0.587 -0.705 1.874
H 1.567 0.215 0.879
H -1.263 -0.631 0.219
H -0.714 0.203 -2.052
H 0.101 -1.346 -1.838
H -0.384 1.619 1.210
H 0.278 1.907 -0.337
H -2.128 3.209 0.200

The max |F| comes out at 0.049 hartree/bohr. The calculation puts the HOMO-LUMO gap at 0.3489 Eh. The multiplicity is 1. Its SMILES is NC[C@H](N)CS. The value obtained for the calculated total energy is -17087.7213 eV. The calculation puts the energy above the lowest of the compared OMol25 structures with the same formula, charge and spin at 0.883 eV. The charge is 0. The value obtained for the HOMO energy is -0.316 Ha.

=====

(2)
The following is a quantum chemistry calculation of a 2-piece molecular cluster, C3H10N2S overall, from OMol25.

CARTESIAN COORDINATES (ANGSTROEM)
H 3.340 -1.808 -0.746
N 2.951 -0.960 -0.579
C 2.582 -0.957 0.643
N 1.412 -0.309 1.276
H 3.006 -1.628 1.520
H 0.952 -1.101 1.693
H 0.948 0.229 0.561
C -1.493 -0.655 -1.228
S -1.689 0.319 0.336
C -1.847 2.137 0.275
H -2.537 -0.670 -1.743
H -0.875 -0.081 -1.878
H -1.143 -1.677 -1.020
H -0.878 2.519 0.722
H -2.680 2.022 0.922
H -2.051 2.620 -0.753

The max |F| comes out at 0.093 hartree/bohr. The calculation puts the HOMO-LUMO gap at 0.3413 Eh. The multiplicity is 1. Its SMILES is [H]/N=C/N.CSC. The value obtained for the calculated total energy is -17086.2020 eV. The calculation puts the energy above the lowest of the compared OMol25 structures with the same formula, charge and spin at 2.402 eV. The charge is 0. The value obtained for the HOMO energy is -0.309 Ha.